Entry 1:
Density functional theory data (wB97M-V/def2-TZVPD) for a structure of composition C54H48AsBiNO9PSb2Se2 in a non-equilibrium geometry.

Values from the calculation:
E = -10893.719958 a.u.
lowest unoccupied orbital energy = 3.7 eV
charge = -2
HOMO = -3.2 eV
frontier orbital gap = 6.9 eV

```
119
C54H48AsBiNO9PSb2Se2 (wB97M-V/def2-TZVPD)
Bi 0.7427 0.7589 0.4531
O 3.6920 -1.3780 5.7077
C 2.9280 -1.2626 4.7755
C 3.0600 -1.9152 3.4205
O 3.6936 -2.9242 3.1659
C 2.2683 -1.0772 2.5128
C 1.4716 -0.1841 3.2693
O 0.6631 0.6884 2.7634
C 1.7282 -0.3478 4.6995
O 1.1344 0.1489 5.6388
O 2.2825 -1.1134 1.2304
C 0.4751 -4.2466 1.2132
C 1.7662 -4.2208 0.4019
C 1.5551 -3.9815 -1.0910
Sb 1.1075 -1.8938 -1.5535
C 0.4506 -2.2736 -3.5873
C -0.2172 -3.4278 -3.9761
C -0.6074 -3.6117 -5.2960
C -0.3491 -2.6303 -6.2410
C 0.2670 -1.4480 -5.8534
C 0.6553 -1.2722 -4.5350
C 3.1478 -1.5758 -2.2451
C 3.6350 -2.2193 -3.3797
C 4.9416 -2.0235 -3.8025
C 5.7856 -1.1859 -3.0868
C 5.3209 -0.5626 -1.9391
C 4.0095 -0.7557 -1.5245
Sb -0.7676 -2.4410 1.1141
C -2.0614 -3.3140 2.6408
C -1.5388 -3.5807 3.9035
C -2.3206 -4.1579 4.8929
C -3.6501 -4.4616 4.6382
C -4.1945 -4.1619 3.3981
C -3.4061 -3.5876 2.4105
C -2.1188 -3.0556 -0.4720
C -2.1395 -4.3372 -1.0113
C -3.0200 -4.6686 -2.0319
C -3.8703 -3.7059 -2.5550
C -3.8703 -2.4265 -2.0179
C -3.0134 -2.1108 -0.9722
H 0.7257 -4.3500 2.2715
H -0.1397 -5.1083 0.9408
H 2.2767 -5.1838 0.5371
H 2.4391 -3.4620 0.8038
H 0.7413 -4.6075 -1.4638
H 2.4625 -4.2227 -1.6461
H -0.4460 -4.1920 -3.2447
H -1.1124 -4.5266 -5.5836
H -0.6297 -2.7843 -7.2757
H 0.4434 -0.6615 -6.5764
H 1.1332 -0.3434 -4.2381
H 2.9814 -2.8800 -3.9373
H 5.3018 -2.5288 -4.6909
H 6.8049 -1.0288 -3.4184
H 5.9855 0.0707 -1.3633
H 3.6609 -0.2907 -0.6092
H -0.5057 -3.3260 4.1201
H -1.8923 -4.3707 5.8650
H -4.2605 -4.9265 5.4031
H -5.2370 -4.3786 3.1958
H -3.8408 -3.3472 1.4479
H -1.4729 -5.1003 -0.6278
H -3.0314 -5.6770 -2.4308
H -4.5358 -3.9560 -3.3727
H -4.5245 -1.6629 -2.4198
H -3.0407 -1.1138 -0.5495
Se -0.1941 3.1521 1.0116
P -2.0996 2.5132 2.0683
Se -2.6765 0.5656 2.6317
C -3.3672 3.2658 0.9679
C -4.5404 2.5605 0.7317
C -5.4765 3.0407 -0.1697
C -5.2491 4.2326 -0.8371
C -4.0869 4.9490 -0.5928
C -3.1423 4.4640 0.2954
C -1.9234 3.5637 3.5669
C -1.9798 2.9653 4.8181
C -1.7886 3.7240 5.9638
C -1.5405 5.0829 5.8630
C -1.4591 5.6796 4.6115
C -1.6367 4.9232 3.4660
H -4.6963 1.6180 1.2382
H -6.3775 2.4731 -0.3632
H -5.9621 4.5997 -1.5644
H -3.9048 5.8813 -1.1119
H -2.2100 4.9962 0.4291
H -2.1418 1.8989 4.8888
H -1.8188 3.2434 6.9327
H -1.3905 5.6814 6.7532
H -1.2406 6.7374 4.5283
H -1.5137 5.3749 2.4903
O 1.1226 4.6769 -5.7724
C 0.1345 3.9727 -5.4944
O -0.9674 3.8509 -6.0481
C 0.3377 3.0843 -4.2150
C 1.6278 2.8703 -3.7376
C 1.8068 2.1089 -2.6020
N 0.7867 1.5661 -1.9315
C -0.4603 1.7628 -2.3794
C -0.7188 2.5086 -3.5204
C -1.6017 1.1122 -1.6122
O -2.7409 1.2234 -2.0279
O -1.2839 0.4329 -0.5452
H 2.4587 3.3211 -4.2631
H 2.7963 1.8969 -2.2061
H -1.7377 2.6471 -3.8525
C 5.2855 2.6220 0.3726
As 3.3296 2.4461 0.7239
C 2.9228 4.3547 0.4256
C 3.4777 2.5276 2.6743
H 5.6901 3.4482 0.9565
H 5.4528 2.8113 -0.6879
H 5.7976 1.7022 0.6551
H 3.8268 4.9623 0.4549
H 2.2306 4.6885 1.1961
H 2.4342 4.4851 -0.5406
H 3.9773 3.4485 2.9763
H 4.0306 1.6709 3.0596
H 2.4777 2.5139 3.1081
```


Entry 2:
Density functional theory data (wB97M-V/def2-TZVPD) for a structure of composition C23H21CoN4OS2 in a non-equilibrium geometry.

Values from the calculation:
E = -3362.351270 a.u.
lowest unoccupied orbital energy (spin up / spin down) = -1.3 / -1.4 eV
spin multiplicity = 5
⟨S²⟩ = 6.049
charge = 0
HOMO (spin up / spin down) = -5.1 / -7.5 eV
frontier orbital gap (spin up / spin down) = 3.9 / 6.2 eV

```
52
C23H21CoN4OS2 (wB97M-V/def2-TZVPD)
Co -0.0873 -0.6502 0.7433
C 2.5496 2.8162 0.6433
C 2.2033 1.3618 0.8282
N 0.8855 1.0291 0.8499
N 0.0692 2.0832 0.8480
C -1.2110 1.9670 0.7948
S -2.0946 0.4816 0.7359
S -2.1117 3.4844 0.7487
C -1.6419 4.0165 -0.9680
C -2.1986 3.0473 -1.9522
C -3.5074 3.1743 -2.4037
C -4.0478 2.2318 -3.2574
C -3.2893 1.1525 -3.6767
C -1.9847 1.0226 -3.2362
C -1.4429 1.9602 -2.3760
C 3.2719 0.4336 0.9194
C 4.5938 0.9578 0.9827
C 5.7192 0.1760 0.9733
C 5.5995 -1.1984 0.8491
C 4.3299 -1.7616 0.8326
C 3.1815 -0.9936 0.9234
O 1.9388 -1.6026 1.0176
H 1.6531 3.3950 0.4416
H 3.2428 2.9276 -0.1884
H 3.0125 3.2166 1.5444
H -0.5544 4.0713 -0.9886
H -2.0743 5.0095 -1.0688
H -4.1013 4.0131 -2.0710
H -5.0684 2.3328 -3.5911
H -3.7172 0.4123 -4.3375
H -1.3881 0.1837 -3.5609
H -0.4255 1.8519 -2.0253
H 4.7295 2.0213 1.0578
H 6.6865 0.6479 1.0539
H 6.4710 -1.8290 0.7832
H 4.2704 -2.8336 0.7456
N -4.5396 -3.8715 3.7945
C -3.8812 -3.5952 2.8951
C -3.0677 -3.2697 1.7934
C -3.4957 -3.5141 0.4745
C -2.6258 -3.2126 -0.5563
C -1.3842 -2.6723 -0.2675
N -0.9843 -2.3917 0.9977
C -1.8071 -2.7133 1.9960
H -4.4671 -3.9471 0.2958
H -2.8924 -3.4099 -1.5830
H -0.6645 -2.4719 -1.0577
H -1.4410 -2.5308 2.9976
C 1.9590 -2.9871 1.3376
H 2.6307 -3.1822 2.1780
H 2.2597 -3.5881 0.4748
H 0.9404 -3.2507 1.6134
```


Entry 3:
Density functional theory data (wB97M-V/def2-TZVPD) for a cluster of 2 separate species, C11H8FNS2 in total in a non-equilibrium geometry.

Values from the calculation:
E = -1374.948982 a.u.
lowest unoccupied orbital energy = -0.1 eV
charge = 0
HOMO = -8.6 eV
frontier orbital gap = 8.5 eV
SMILES = c1ccc2sc(-c3ccsc3)nc2c1.F

```
23
C11H8FNS2 (wB97M-V/def2-TZVPD)
C -0.1004 2.4360 2.8316
C 1.3125 2.2388 2.9584
C -0.8818 1.5920 1.9806
C 1.9790 1.2912 2.1521
C 0.9355 -1.8888 -2.5888
C 0.4795 -2.6126 -3.6686
C -1.3317 -1.8196 -2.2110
C -0.1437 -1.5106 -1.7180
C -0.1742 0.7531 1.0622
C 1.2392 0.6547 1.1720
C 0.1623 -0.6591 -0.5728
N -0.6887 -0.0120 0.0901
F -3.6225 0.2041 -0.0797
S -1.2731 -2.7043 -3.6307
S 1.8430 -0.4677 0.0479
H -0.6564 3.2179 3.4876
H 1.9531 2.9374 3.6254
H -1.9068 1.8485 1.5325
H 2.9862 1.1866 2.1915
H 1.9831 -1.7317 -2.2857
H 0.9364 -3.3101 -4.3359
H -2.3080 -1.8574 -1.6822
H -2.7224 0.2134 -0.3584
```


Entry 4:
Density functional theory data (wB97M-V/def2-TZVPD) for a structure of composition C29H27BO4 in a non-equilibrium geometry.

Values from the calculation:
E = -1446.935529 a.u.
lowest unoccupied orbital energy = -2.4 eV
charge = 0
HOMO = -6.4 eV
frontier orbital gap = 3.9 eV

```
61
C29H27BO4 (wB97M-V/def2-TZVPD)
C -3.0960 1.5505 6.6123
C -2.6331 0.6402 5.5665
C -2.5256 -0.7304 5.7099
C -2.2157 -1.2223 4.4315
C -2.0283 -0.1691 3.5199
B -0.8223 -0.6010 2.3159
O 0.1875 0.3925 2.5274
C 1.2719 -0.0968 1.7869
C 0.9797 -1.4722 1.0308
C 2.0975 -1.9435 0.0834
C -0.3752 -1.2851 0.2808
O -1.3818 -0.7084 0.9894
C 0.7224 -2.5363 2.1274
O -0.3896 -2.0492 2.8481
O -2.2855 1.0128 4.2676
H -3.1937 0.9537 7.5290
H -2.4249 2.3837 6.8226
H -4.0830 1.9682 6.4034
H -2.6317 -1.2635 6.6603
H -2.0356 -2.2629 4.2321
H 1.5320 0.6674 1.0523
H 2.1175 -0.2776 2.4807
H 2.3931 -3.0216 0.0204
H 1.7843 -1.6130 -0.9355
H 2.9976 -1.3895 0.3566
H -0.1143 -0.6249 -0.6338
H -0.6810 -2.2508 -0.1332
H 0.5268 -3.5500 1.6985
H 1.5926 -2.6824 2.8171
C 0.0815 0.4310 -1.3806
C -1.2315 0.8795 -1.9017
C -2.3588 0.0087 -1.9106
C -3.4530 0.3309 -2.7357
C -3.2932 1.3560 -3.6855
C -2.1244 2.1221 -3.7420
C -1.1535 1.9306 -2.8014
C 1.2401 1.4187 -1.2873
C 2.3704 1.1029 -2.1157
C 3.5018 1.9338 -2.2157
C 3.4341 3.1577 -1.5620
C 2.2639 3.5893 -0.9304
C 1.1810 2.7210 -0.7714
C 2.0602 -0.1069 -2.8760
C 0.7034 -0.4410 -2.5878
C 0.1860 -1.6008 -3.1603
C 1.0369 -2.5954 -3.6931
C 2.4055 -2.3141 -3.8582
C 2.8900 -1.0243 -3.5819
H -2.3979 -0.9717 -1.3803
H -4.3936 -0.2652 -2.6430
H -4.0975 1.5162 -4.3944
H -1.9561 2.8527 -4.5107
H -0.2395 2.4998 -2.8237
H 4.3903 1.6158 -2.7955
H 4.2930 3.8146 -1.5578
H 2.2413 4.5725 -0.4602
H 0.3302 3.0288 -0.1885
H -0.8677 -1.8329 -3.0112
H 0.6526 -3.6041 -3.8880
H 3.0705 -3.1389 -4.1594
H 3.9484 -0.8058 -3.8583
```